[1]
ORCA calculation (ωB97M-V/def2-TZVPD) on a structure of composition C37H30BrGeI2N3O2Ru.

```
77
Properties=species:S:1:pos:R:3
Ru 1.37815 -0.86348 0.11408
I -4.10460 -6.12304 -1.60946
C -2.73193 -4.55053 -1.62888
C -3.05042 -3.35827 -2.26031
C -2.14847 -2.31553 -2.21238
I -2.58227 -0.59878 -3.31505
C -0.93457 -2.36329 -1.47743
O -0.21672 -1.28017 -1.31137
C -0.58915 -3.64891 -0.97698
C 0.76865 -3.96345 -0.38119
N 1.73232 -2.93614 -0.77293
C 3.14774 -3.23080 -0.71178
C 3.84889 -2.02626 -1.29012
C 5.15350 -2.07581 -1.75703
C 5.72616 -0.93368 -2.28663
C 4.97601 0.23137 -2.34475
C 3.68494 0.20704 -1.85562
N 3.13018 -0.89272 -1.33689
C -1.49311 -4.70142 -1.04132
H -3.98585 -3.24065 -2.78842
H 1.09102 -4.94822 -0.74223
H 0.73293 -4.00539 0.70764
H 1.50149 -2.65635 -1.72391
H 3.42852 -4.13492 -1.26766
H 3.43926 -3.36752 0.33393
H 5.70350 -3.00574 -1.70705
H 6.74234 -0.95357 -2.65644
H 5.37941 1.14391 -2.75844
H 3.06353 1.09350 -1.86594
H -1.21160 -5.65815 -0.61672
O 5.06914 1.84767 3.28560
C 3.84440 1.61082 2.76943
C 2.71489 2.32200 3.21218
C 1.49783 2.05463 2.64216
N 1.44071 1.12323 1.67917
C 2.49476 0.33971 1.26675
Br 1.42355 -2.09961 2.30401
C 3.73758 0.61937 1.79728
H 5.02297 2.52342 3.97033
H 2.79506 3.07355 3.98564
H 0.58644 2.56804 2.91213
H 4.61470 0.05284 1.51604
C 0.45206 0.54424 0.81261
Ge -1.34222 1.23165 0.42614
C -2.64522 -0.18782 0.61383
C -3.94445 -0.01640 0.14022
C -4.88293 -1.03085 0.26906
C -4.53423 -2.22529 0.88380
C -3.24963 -2.40000 1.37605
C -2.30876 -1.38746 1.24234
C -1.25595 2.14362 -1.28574
C -0.22744 1.88454 -2.18854
C -0.18577 2.52684 -3.41686
C -1.18217 3.42883 -3.76236
C -2.21294 3.69521 -2.87305
C -2.24343 3.06181 -1.63776
C -1.73126 2.59958 1.77180
C -2.28567 2.22807 2.99714
C -2.45531 3.16159 4.01160
C -2.07980 4.48229 3.80943
C -1.54149 4.87038 2.58987
C -1.36787 3.93346 1.57916
H -4.22596 0.90274 -0.36148
H -5.88266 -0.89358 -0.12348
H -5.26022 -3.02410 0.96850
H -2.97065 -3.33377 1.84765
H -1.30116 -1.54727 1.60937
H 0.52233 1.13918 -1.94273
H 0.61214 2.30799 -4.11539
H -1.15751 3.92174 -4.72589
H -2.99242 4.39728 -3.14036
H -3.04663 3.28870 -0.94514
H -2.58658 1.19926 3.15986
H -2.88535 2.85957 4.95783
H -2.21500 5.21094 4.59844
H -1.26078 5.90309 2.42513
H -0.94696 4.24521 0.62949
```

Output
energy above the lowest of the compared OMol25 structures with the same formula, charge and spin: 0.0 kcal per mole
lowest unoccupied orbital energy: -0.014 Eh
F_max: 0.4 eV Å⁻¹
HOMO-LUMO gap: 6.539 eV
charge: 0

***

[2]
ORCA calculation (ωB97M-V/def2-TZVPD) on a cluster of 2 separate species, C3H6ClN in total in a non-equilibrium geometry.

```
11
Properties=species:S:1:pos:R:3
C -0.53189 0.96018 0.33487
C -0.56819 -0.12855 -0.66556
C -0.36311 -1.54699 -0.29353
N -1.55101 -1.33626 -0.40636
H -1.27076 1.65918 0.00677
H 0.46143 1.49017 0.52283
H -0.66087 0.69331 1.32466
H -0.47414 0.11110 -1.69413
H 0.34347 -2.35490 -0.12009
Cl 2.82920 0.58427 0.24761
H 1.78587 -0.13152 0.74294
```

Output
energy above the lowest of the compared OMol25 structures with the same formula, charge and spin: 43.4 kcal per mole
lowest unoccupied orbital energy: 0.024 Eh
F_max: 2.9 eV Å⁻¹
HOMO-LUMO gap: 10.380 eV
SMILES: C[C@H]1C=N1.Cl
charge: 0

***

Repeat the second record exactly.
ORCA calculation (ωB97M-V/def2-TZVPD) on a cluster of 2 separate species, C3H6ClN in total in a non-equilibrium geometry.

```
11
Properties=species:S:1:pos:R:3
C -0.53189 0.96018 0.33487
C -0.56819 -0.12855 -0.66556
C -0.36311 -1.54699 -0.29353
N -1.55101 -1.33626 -0.40636
H -1.27076 1.65918 0.00677
H 0.46143 1.49017 0.52283
H -0.66087 0.69331 1.32466
H -0.47414 0.11110 -1.69413
H 0.34347 -2.35490 -0.12009
Cl 2.82920 0.58427 0.24761
H 1.78587 -0.13152 0.74294
```

Output
energy above the lowest of the compared OMol25 structures with the same formula, charge and spin: 43.4 kcal per mole
lowest unoccupied orbital energy: 0.024 Eh
F_max: 2.9 eV Å⁻¹
HOMO-LUMO gap: 10.380 eV
SMILES: C[C@H]1C=N1.Cl
charge: 0

***

Question: Which formula does entry 1 have?
Answer: C37H30BrGeI2N3O2Ru

***

Question: Which value of lowest unoccupied orbital energy does entry 1 give?
Answer: -0.014 Eh

***

Question: lowest unoccupied orbital energy of number 1 (C37H30BrGeI2N3O2Ru)?
Answer: -0.014 Eh